No. 1
# C3H5IO3

A cluster of 2 separate species, C3H5IO3 in total in a non-equilibrium geometry (ωB97M-V/def2-TZVPD, the Open Molecules 2025 dataset).

Structure (XYZ):
```
12
Properties=species:S:1:pos:R:3:forces:R:3
C 1.6394 0.6522 -0.0261 -3.08 -0.91 2.01
C -0.7718 -0.9044 -0.0721 -5.12 2.61 1.15
C -0.1569 0.1244 0.8722 2.40 0.73 0.39
O 1.6917 1.7496 -0.3902 0.66 0.33 -0.56
O -1.1491 -0.1252 -1.2179 0.40 -0.23 -0.57
O -0.8304 1.3693 0.8522 1.52 -2.71 1.41
I 3.2574 -0.8199 0.1207 0.06 0.01 -0.16
H -0.3382 -1.8245 -0.3482 0.98 -0.86 0.24
H -1.9419 -1.0586 0.3154 3.17 -0.38 -0.12
H 0.1665 -0.2212 1.9252 -0.66 0.72 -1.82
H -0.6071 -0.3992 -1.9514 0.31 0.07 -0.55
H -0.9596 1.4574 -0.0798 -0.63 0.62 -1.43
```
Forces are in eV/Å.

**Multiplicity**: 1
**Energy**: -17432.52304 eV
**Frontier orbital gap**: 8.4 eV

No. 2
# C11H13N3O2S

A structure of composition C11H13N3O2S in a non-equilibrium geometry (ωB97M-V/def2-TZVPD, the Open Molecules 2025 dataset).

Structure (XYZ):
```
30
Properties=species:S:1:pos:R:3:forces:R:3
C -0.2529 1.8230 2.4883 -1.61 9.91 -3.56
H -0.3200 2.0051 1.3356 0.00 -1.38 2.00
H 0.5721 2.5159 2.7178 -0.07 -0.12 0.32
H -1.1751 2.3516 2.8803 0.86 -0.39 -0.38
C -0.1208 0.6408 3.0645 1.37 -13.89 1.53
C 1.2037 -0.1915 2.5611 -0.14 0.24 -0.59
N 2.0934 -0.6651 3.4786 -0.55 2.25 -4.71
O 3.2730 -0.8708 2.5847 0.69 -1.54 1.02
C 3.0469 -0.7939 1.2980 -3.08 1.10 0.14
C 1.6408 -0.3362 1.1239 5.34 -1.80 1.17
C 1.2463 -0.1774 -0.3167 -5.03 2.11 6.07
O 1.8992 0.1400 -1.2268 0.25 -0.47 -1.89
N -0.3856 0.0576 -0.0633 3.72 -0.66 -4.24
C -1.0914 0.0810 -1.3163 -1.51 0.28 6.17
N -0.7504 0.5578 -2.4327 0.80 -1.65 0.97
C -1.8618 0.4897 -3.1489 -4.76 2.79 -4.89
C -3.2169 0.4505 -2.5447 6.45 -0.53 -3.19
S -2.8945 -0.0194 -0.8954 0.80 0.19 -1.68
C -4.4306 0.6272 -3.4139 -0.19 -8.77 8.99
H -4.9631 -0.4836 -3.1717 0.84 2.79 -1.76
H -4.2788 0.9177 -4.2892 1.15 2.34 -7.41
H -4.9006 1.1686 -2.7347 -3.45 3.40 1.76
H -1.6440 0.7787 -4.3423 -1.24 -0.86 3.23
H -0.7222 -0.5105 0.7182 -0.03 -0.02 -0.86
C 4.1643 -1.1147 0.1693 -11.69 -11.16 4.53
H 4.8998 -0.8116 0.4980 13.47 6.07 4.35
H 3.5727 -0.9682 -0.5379 -3.19 2.17 -7.31
H 4.2136 -2.3870 0.2341 0.07 3.42 -0.09
H 0.0181 0.2971 4.1447 -0.88 1.91 -0.91
H -0.9731 -0.1988 2.6679 1.63 2.27 1.22
```
Forces are in eV/Å.

**Multiplicity**: 1
**Energy**: -31007.06350 eV
**Frontier orbital gap**: 7.9 eV

No. 3
# C38H31CaF9N4O8P2S3Se2

A structure of composition C38H31CaF9N4O8P2S3Se2 in a non-equilibrium geometry (ωB97M-V/def2-TZVPD, the Open Molecules 2025 dataset).

Structure (XYZ):
```
98
Properties=species:S:1:pos:R:3:forces:R:3
Ca -0.7511 0.6968 -0.3970 1.76 -2.60 2.25
C 2.5399 -3.1219 2.0069 -0.17 0.07 -0.02
C 2.6917 -1.7983 1.3077 0.06 -0.02 0.04
C 2.5059 -0.5998 1.9912 0.06 -0.02 -0.02
C 2.6637 0.6187 1.3440 0.13 0.00 0.02
C 3.0119 0.6543 0.0010 0.13 -0.03 0.05
C 3.1543 -0.5348 -0.6990 0.10 0.00 -0.02
C 3.0027 -1.7494 -0.0472 0.00 0.01 0.03
H 3.2873 -3.8380 1.6614 0.00 -0.02 0.01
H 1.5490 -3.5375 1.8062 0.03 -0.06 -0.02
H 2.6280 -3.0064 3.0873 0.03 -0.02 0.00
H 2.2373 -0.6283 3.0409 -0.04 0.01 -0.01
H 2.5324 1.5471 1.8868 -0.07 -0.01 -0.01
H 3.1655 1.6010 -0.4945 -0.11 0.00 -0.03
H 3.3890 -0.5127 -1.7561 -0.01 0.00 0.00
H 3.1223 -2.6768 -0.5971 -0.02 0.00 -0.01
Se -5.6032 1.2596 4.7061 0.17 -0.19 0.18
P -4.2389 2.6210 3.8616 -0.25 0.25 0.25
C -3.4315 3.6493 5.1383 0.03 0.00 -0.15
C -3.3992 3.2326 6.4608 0.00 -0.02 0.01
C -2.8028 4.0362 7.4221 0.04 0.03 0.06
C -2.2545 5.2588 7.0639 0.00 0.00 0.04
C -2.2863 5.6756 5.7394 0.00 0.03 -0.01
C -2.8652 4.8698 4.7723 0.04 -0.01 0.03
C -5.2073 3.8297 2.9089 0.02 -0.04 -0.07
C -6.0336 4.6944 3.6242 0.06 -0.03 -0.05
C -6.9028 5.5364 2.9538 0.00 0.01 0.01
C -6.9635 5.5064 1.5652 -0.02 0.03 0.02
C -6.1441 4.6451 0.8538 -0.03 -0.02 -0.08
C -5.2635 3.8050 1.5218 0.05 0.01 0.02
C -2.8867 2.1749 2.7617 0.41 -0.56 -0.11
C -2.1169 1.0556 2.4184 -0.32 0.59 -0.29
N -1.0985 1.5067 1.6143 -1.15 0.30 2.46
N -1.2972 2.8208 1.5207 0.33 0.49 0.47
N -2.3290 3.2657 2.1776 -0.22 0.10 0.07
P -2.3651 -0.6869 2.8886 -0.10 0.39 1.00
Se -0.8425 -2.1054 2.6403 0.28 -0.28 -0.38
C -2.2783 -0.4911 4.7213 0.00 0.11 0.02
C -1.3180 0.3775 5.2372 -0.06 0.04 0.01
C -1.0639 0.4248 6.5996 -0.02 0.05 -0.01
C -1.7637 -0.4011 7.4657 0.03 -0.01 0.06
C -2.7144 -1.2763 6.9587 -0.02 0.00 0.05
C -2.9632 -1.3259 5.5977 -0.17 0.10 -0.08
C -4.0915 -1.1397 2.5231 0.28 0.10 -0.40
C -4.9591 -0.2841 1.8539 0.15 -0.12 -0.07
C -6.2510 -0.6817 1.5694 -0.05 -0.04 -0.08
C -6.6889 -1.9422 1.9465 -0.01 0.15 -0.03
C -5.8207 -2.8046 2.5934 -0.03 -0.13 0.13
C -4.5205 -2.4117 2.8707 0.06 -0.10 -0.02
H -3.8495 2.2849 6.7284 -0.01 -0.03 -0.01
H -2.7703 3.7077 8.4540 -0.01 -0.01 -0.01
H -1.8001 5.8918 7.8170 0.00 -0.01 0.00
H -1.8603 6.6316 5.4612 0.02 -0.02 -0.02
H -2.8691 5.1689 3.7318 0.00 0.04 0.03
H -5.9955 4.6866 4.7069 -0.03 0.04 0.01
H -7.5383 6.2119 3.5133 -0.01 -0.01 0.00
H -7.6536 6.1562 1.0407 0.02 0.01 -0.01
H -6.1845 4.6231 -0.2279 0.02 0.00 0.01
H -4.6106 3.1468 0.9623 -0.03 0.03 -0.03
H -0.7500 1.0091 4.5651 0.00 0.03 0.01
H -0.3230 1.1157 6.9842 0.01 -0.01 -0.02
H -1.5627 -0.3669 8.5304 -0.03 0.00 -0.01
H -3.2728 -1.9199 7.6282 0.01 -0.01 -0.01
H -3.7120 -2.0070 5.2168 -0.01 0.03 0.05
H -4.6145 0.6845 1.5244 0.02 0.04 -0.03
H -6.9103 -0.0033 1.0417 0.00 -0.03 0.02
H -7.7009 -2.2558 1.7206 0.01 -0.01 -0.01
H -6.1548 -3.7971 2.8715 0.05 -0.01 -0.02
H -3.8209 -3.1049 3.3226 -0.02 -0.04 -0.05
F -1.5360 -3.6617 -0.6109 0.00 0.08 0.09
C -1.3337 -2.5139 -1.2693 -0.02 -0.13 -0.18
F -1.2156 -2.8431 -2.5735 0.03 0.08 0.08
F -0.1289 -2.0390 -0.8584 -0.29 0.04 -0.09
S -2.8261 -1.3005 -1.0168 -0.79 -1.36 0.44
O -2.2541 -0.5814 0.2015 -2.00 -1.56 0.25
O -3.8666 -2.2683 -0.6491 -0.16 -0.09 0.16
O -1.0779 0.0202 -2.3677 0.20 -0.14 -1.76
F 2.1312 4.0439 -0.2301 -0.11 -0.01 -0.09
C 1.5495 4.2545 -1.4292 0.00 0.05 0.43
F 2.4916 4.0176 -2.3464 -0.15 -0.03 0.00
F 1.2166 5.5517 -1.4726 -0.08 -0.12 -0.11
S 0.0198 3.0850 -1.5816 1.50 2.46 -1.42
O 0.7050 1.8972 -1.0168 2.43 1.48 -1.13
O -0.5103 3.5899 0.9066 -0.01 -0.12 0.24
N 0.0623 2.8188 -3.1906 -0.07 0.16 -0.10
S -0.1559 3.8627 -4.3134 -0.56 0.19 -0.29
O 0.6490 5.0530 -4.2532 0.15 0.08 0.23
O -0.2622 3.2107 -5.5915 0.02 -0.14 0.06
C -1.8829 4.5900 -4.0876 0.11 -0.03 -0.05
F -2.1804 4.7817 -2.7952 0.08 0.00 -0.06
F -2.8388 3.8129 -4.6179 0.10 0.02 0.09
F -1.9700 5.7862 -4.7006 0.03 -0.12 0.01
C -2.8432 0.8962 -3.6923 0.14 0.10 0.16
C -1.9531 0.9148 -2.4718 -0.92 -0.07 -1.36
O -2.1556 1.7774 -1.5652 -1.08 0.57 -0.76
H -3.6849 1.5712 -3.5620 0.01 0.03 -0.04
H -3.1908 -0.1251 -3.8419 0.04 -0.02 -0.03
H -2.2478 1.1998 -4.5547 -0.01 0.01 -0.02
```
Forces are in eV/Å.

**Multiplicity**: 1
**Energy**: -286925.63775 eV
**Frontier orbital gap**: 6.9 eV
**Total charge**: -2

No. 4
# C5H13N2

A structure of composition C5H13N2 in a non-equilibrium geometry (ωB97M-V/def2-TZVPD, the Open Molecules 2025 dataset).

Structure (XYZ):
```
20
Properties=species:S:1:pos:R:3:forces:R:3
C -0.1399 -0.8519 0.3262 0.03 0.23 0.33
C 1.4490 1.2454 -0.5359 0.43 -0.13 0.13
C -0.6224 -1.7680 -0.6072 2.03 3.19 1.62
C 0.8643 0.5640 0.7069 -1.78 -3.49 -2.10
C -1.4651 -2.9099 -0.1829 -0.10 -0.17 -0.02
N -0.0515 1.5336 1.2967 -0.05 0.07 0.39
N 0.3607 2.1127 -1.0162 -0.07 0.06 -0.21
H -0.4889 -1.0882 1.3298 -0.11 -0.07 0.11
H -0.2536 1.6295 -1.6668 0.03 0.09 -0.02
H 2.3019 1.8681 -0.2547 -0.09 0.04 -0.10
H 1.7846 0.5176 -1.2727 -0.07 0.07 0.05
H -0.3553 -1.7035 -1.6511 0.12 0.04 -0.22
H 1.6109 0.1500 1.3751 0.03 0.18 0.07
H -1.9819 -2.7072 0.7501 -0.05 -0.02 0.07
H -0.8226 -3.7774 -0.0337 -0.04 -0.16 -0.04
H -2.1882 -3.1606 -0.9556 -0.08 -0.04 0.03
H 0.3843 2.1032 2.0190 -0.09 -0.06 0.01
H -0.8981 1.1068 1.6626 0.07 0.05 0.01
H -0.1653 2.1499 0.1376 -0.13 0.20 -0.14
H 0.6770 2.9860 -1.4273 -0.08 -0.10 0.03
```
Forces are in eV/Å.

**Multiplicity**: 1
**Energy**: -8367.96262 eV
**Frontier orbital gap**: 10.2 eV
**Total charge**: +1

No. 5
# C10H14FN3

A structure of composition C10H14FN3 in a non-equilibrium geometry (ωB97M-V/def2-TZVPD, the Open Molecules 2025 dataset).

Structure (XYZ):
```
28
Properties=species:S:1:pos:R:3:forces:R:3
C 2.0951 -0.1838 -0.4759 0.92 -0.17 1.06
C 0.9998 -0.9582 1.6245 -0.05 -0.90 -0.10
C 1.8962 -0.1685 0.8855 -0.65 0.31 0.91
C -0.9877 -0.6018 -1.1758 -0.92 0.27 0.27
C 0.8619 -0.4393 2.8800 1.31 2.69 -0.16
C 1.4593 -1.2646 -1.2641 1.63 -0.66 -1.75
C 0.2174 -0.8695 -1.9740 -0.24 0.83 -0.28
C -3.1670 0.7707 -1.3250 -1.16 -2.97 1.48
C -0.8425 0.9889 -0.4681 1.08 2.79 -2.37
C -1.7489 0.6213 -1.6025 1.36 -0.94 0.11
N 1.6980 0.6488 3.0100 0.28 -0.79 -0.23
N 2.3666 0.7308 1.8462 -0.02 0.02 -1.14
N 0.1112 -0.7405 3.9534 -0.10 -0.15 1.62
F 0.6209 0.1844 -2.8200 0.08 0.81 -0.56
H 2.8755 0.4793 -0.8241 -0.22 -0.01 -0.65
H 2.1449 -1.5360 -2.1602 -0.74 0.06 1.73
H 1.1934 -2.1347 -0.6594 0.43 -0.04 0.13
H -0.0656 -1.6280 -2.6563 -0.36 -1.09 -0.67
H -3.6036 -0.2498 -1.4574 -0.25 0.88 0.02
H -3.5651 1.4219 -2.0070 -1.44 1.71 -1.52
H -3.3952 1.0769 -0.3044 0.00 0.08 -0.06
H 0.0484 1.6026 -0.7162 -0.54 -0.71 0.19
H -0.5516 -0.1573 -0.1632 0.51 -1.05 2.25
H -1.3708 1.3522 0.4034 0.06 -0.63 0.27
H -1.5104 0.7747 -2.6427 0.45 1.01 0.04
H 2.9516 1.5348 1.6329 -0.35 -0.30 0.39
H -0.7300 -1.1753 3.7417 -1.59 -1.06 -0.32
H -0.0018 -0.0799 4.7189 0.53 -0.02 -0.65
```
Forces are in eV/Å.

**Multiplicity**: 1
**Energy**: -17776.29764 eV
**Frontier orbital gap (alpha / beta)**: 7.6 / 6.2 eV

No. 6
# C3H6NO3

A structure of composition C3H6NO3 in a non-equilibrium geometry (ωB97M-V/def2-TZVPD, the Open Molecules 2025 dataset).

Structure (XYZ):
```
13
Properties=species:S:1:pos:R:3:forces:R:3
C 0.2026 -0.8021 1.3692 -0.72 -2.20 0.49
C 0.4760 1.1436 0.8592 -0.98 1.26 -0.47
C -0.2865 0.0505 0.1820 -2.62 0.08 -2.72
N -1.2885 0.0084 -0.7718 0.67 1.63 3.13
O -0.0066 -1.8847 1.7910 0.14 0.78 -0.53
O 0.9471 0.2039 1.8492 -0.03 0.29 0.09
O 0.7912 -0.8973 -1.4795 6.49 -3.22 3.73
H 1.3400 1.5182 0.2626 -0.95 0.56 0.68
H -0.3762 1.8388 1.3223 2.31 -0.78 -1.03
H 0.0446 -0.5162 -1.7624 -2.96 2.58 -3.32
H -1.6551 0.8613 -1.2622 0.70 -0.93 0.90
H -1.9483 -0.7507 -0.6848 -0.06 -0.38 -0.17
H 1.7595 -0.7739 -1.6746 -1.98 0.33 -0.78
```
Forces are in eV/Å.

**Multiplicity**: 1
**Energy**: -10830.32570 eV
**Frontier orbital gap**: 9.6 eV
**Total charge**: +1

No. 7
# C15H35BFO7S3

A cluster of 3 separate species, C15H35BFO7S3 in total (ωB97M-V/def2-TZVPD, the Open Molecules 2025 dataset).

Structure (XYZ):
```
62
Properties=species:S:1:pos:R:3:forces:R:3
C -2.9381 3.1637 0.1177 0.08 0.04 -0.15
C -2.5245 2.3568 -1.1092 0.05 -0.08 0.16
C -1.0382 2.0089 -1.1197 -0.05 0.00 -0.05
C -0.6581 1.1091 -2.3066 -0.03 0.02 -0.04
C -0.5959 -0.3831 -1.9852 0.00 -0.09 -0.06
C 0.6175 -0.8163 -1.1739 -0.19 0.19 0.10
F 1.6881 -0.9248 -2.1738 0.04 0.01 -0.03
O 1.0191 0.0123 -0.2087 -0.09 -0.08 -0.10
B 1.6366 -0.7682 0.9428 0.19 -0.14 0.19
C 3.1667 -0.3529 1.2441 0.02 0.00 -0.13
C 3.9740 -1.4452 1.9309 -0.01 -0.03 -0.10
C 5.3451 -0.9746 2.4034 0.00 0.03 0.03
O 3.2637 -1.9821 3.0652 0.11 0.03 0.11
O 1.6272 -2.1885 0.3796 -0.20 0.00 -0.09
C 0.6191 -2.2321 -0.5471 0.48 0.27 -0.30
S -0.9678 -2.7115 0.2542 0.13 -0.08 -0.11
C -0.3863 -3.5835 1.6861 -0.04 0.02 0.04
O -1.7213 -1.5649 0.7013 -0.13 0.03 0.07
O -1.6291 -3.6653 -0.6169 -0.02 -0.05 -0.06
H -2.2622 4.0131 0.2576 -0.01 0.00 0.03
H -2.8913 2.5488 1.0173 0.04 0.03 0.02
H -3.9518 3.5554 0.0365 0.01 -0.07 0.04
H -2.7752 2.9101 -2.0219 -0.02 -0.05 -0.02
H -3.0928 1.4205 -1.1255 -0.07 0.05 -0.11
H -0.7785 1.5113 -0.1868 0.06 0.00 0.03
H -0.4545 2.9347 -1.1509 -0.01 0.00 0.01
H -1.4292 1.2372 -3.0760 0.09 0.02 -0.08
H 0.2831 1.4215 -2.7644 0.05 -0.01 0.11
H -1.5105 -0.6829 -1.4724 0.04 0.04 0.10
H -0.5493 -0.9514 -2.9176 -0.08 -0.03 0.01
H 0.8976 -0.6956 1.9158 -0.01 0.05 -0.04
H 3.2174 0.5777 1.8234 0.01 -0.02 0.03
H 3.6608 -0.1590 0.2807 0.00 0.11 0.02
H 4.1134 -2.2506 1.2022 -0.02 -0.07 0.08
H 5.2522 -0.0359 2.9553 0.00 -0.02 0.03
H 5.7998 -1.7153 3.0644 0.02 -0.04 -0.05
H 6.0131 -0.8062 1.5552 -0.03 0.05 -0.02
H 3.1651 -2.9258 2.9190 -0.08 0.03 -0.06
H 0.8001 -2.9788 -1.3259 -0.23 -0.21 0.13
H -1.1933 -4.2703 1.9372 0.01 0.02 0.07
H 0.5312 -4.1110 1.4394 -0.05 -0.07 -0.04
H -0.1953 -2.8571 2.4717 0.04 0.00 -0.01
C -7.6402 6.2598 1.9855 0.00 0.02 0.00
S -6.6748 5.4569 0.6950 0.01 0.02 -0.03
O -5.7669 4.5036 1.3745 -0.10 0.00 0.08
C -5.6747 6.8936 0.2798 -0.01 0.01 -0.02
H -8.2944 5.5019 2.4112 0.00 0.00 0.00
H -6.9618 6.6378 2.7500 0.00 -0.01 0.00
H -8.2356 7.0643 1.5536 0.00 0.00 0.00
H -5.1427 7.2211 1.1726 0.00 -0.01 0.00
H -6.3102 7.6858 -0.1163 0.01 0.00 0.00
H -4.9623 6.5731 -0.4777 0.00 0.00 0.00
C 3.8355 -3.3513 -2.0725 0.04 0.01 0.06
S 3.4743 -4.9758 -1.4117 -0.06 0.05 0.17
O 3.9586 -4.9898 -0.0049 0.03 -0.07 0.05
C 4.7120 -5.8930 -2.3442 -0.01 0.07 -0.12
H 3.1864 -2.6445 -1.5543 0.02 0.00 0.00
H 4.8815 -3.1159 -1.8722 0.01 -0.01 0.00
H 3.6218 -3.3365 -3.1415 -0.02 0.02 0.01
H 5.6945 -5.4696 -2.1353 0.00 0.00 0.01
H 4.4839 -5.8452 -3.4095 0.01 0.00 0.00
H 4.6678 -6.9244 -2.0005 0.00 0.00 0.00
```
Forces are in eV/Å.

**Multiplicity**: 1
**Energy**: -66356.61842 eV
**Frontier orbital gap**: 7.0 eV
**Total charge**: -1